1.
ORCA calculation (ωB97M-V/def2-TZVPD) on C4H2O4 in the gas phase in a non-equilibrium geometry.

The geometry in XYZ format:
```
10
Properties=species:S:1:pos:R:3:forces:R:3
C 2.142 -0.130 0.057 0.51 -0.85 -3.64
C 0.677 -0.572 -0.367 -5.24 1.16 3.72
H 3.050 1.110 0.456 5.31 1.92 0.02
O -2.559 0.801 -0.856 3.88 -1.20 -0.03
O -2.862 -0.519 0.926 2.77 0.47 -2.26
C -2.088 -0.126 0.038 -1.59 -0.79 1.94
O 2.170 1.164 0.634 -4.05 -3.75 -0.48
C -0.605 -0.567 -0.075 5.35 1.30 -2.12
O 3.211 -0.630 -0.406 -4.56 1.62 2.50
H -3.479 0.733 -0.766 -2.38 0.12 0.35
```
Positions in Å, forces in eV/Å.

SMILES string = O=C(O)C#CC(=O)O
Kohn-Sham gap = 10.2 eV
E_tot = -12366.187 eV

---

2.
ORCA calculation (ωB97M-V/def2-TZVPD) on a molecular structure, C4H2ORh in a non-equilibrium geometry.

The geometry in XYZ format:
```
8
Properties=species:S:1:pos:R:3:forces:R:3
C -2.282 0.775 -0.019 -2.07 0.02 0.01
C 3.289 -2.632 -0.043 0.39 -1.35 -0.05
C 0.337 0.696 0.023 3.45 -0.17 0.09
C -0.912 0.714 0.014 -1.47 0.16 -0.06
H -2.884 -0.134 0.030 0.13 0.05 -0.03
Rh 2.220 0.372 0.073 -0.79 1.20 0.00
H -2.797 1.736 -0.079 0.14 -0.03 0.01
O 3.029 -1.528 0.001 0.23 0.13 0.03
```
Positions in Å, forces in eV/Å.

Kohn-Sham gap (spin up / spin down) = 9.4 / 6.7 eV
Multiplicity = 6
E_tot = -9206.392 eV
Net charge = +2

---

3.
ORCA calculation (ωB97M-V/def2-TZVPD) on a molecular structure, C4H2OZn in a non-equilibrium geometry.

The geometry in XYZ format:
```
8
Properties=species:S:1:pos:R:3:forces:R:3
C 0.364 -1.006 -0.150 -0.28 -1.36 -1.32
C -0.308 1.379 0.020 1.83 -3.20 -5.54
O -0.150 1.677 -1.200 -0.83 0.40 3.98
H -0.294 -0.022 1.657 0.05 0.12 -0.35
Zn -0.878 2.739 1.320 -0.35 0.74 0.81
H 0.792 -2.871 -1.423 -0.01 0.37 0.33
C -0.111 0.114 0.588 -0.29 1.55 1.25
C 0.586 -2.010 -0.813 -0.12 1.38 0.84
```
Positions in Å, forces in eV/Å.

Kohn-Sham gap = 5.8 eV
E_tot = -54640.341 eV

---

4.
ORCA calculation (ωB97M-V/def2-TZVPD) on 16 unconnected molecules or ions with the total composition C4H30BO23 in a non-equilibrium geometry.

The geometry in XYZ format:
```
58
Properties=species:S:1:pos:R:3:forces:R:3
H -19.121 -15.964 17.644 0.53 -0.19 0.01
O -19.080 -26.613 19.023 0.17 -0.29 -0.21
O -17.976 -15.794 14.117 0.15 0.46 -0.26
H -21.959 -23.804 20.290 0.25 0.29 -0.28
H -14.640 -23.040 16.402 -0.28 -0.23 0.26
C -17.556 -18.915 16.034 0.54 -0.78 -2.24
O -14.725 -18.214 13.332 0.26 0.09 -0.34
H -20.474 -18.825 15.457 0.09 1.05 -0.43
O -17.226 -18.345 14.980 -0.85 -1.29 2.96
O -20.682 -19.703 15.777 -0.34 -0.75 0.26
H -22.981 -24.529 21.139 -0.13 -0.02 0.19
O -19.985 -15.615 17.421 -0.42 0.30 0.04
H -20.448 -15.570 18.258 -0.18 0.06 0.16
O -14.927 -24.490 17.822 0.41 -0.24 -0.10
H -14.799 -25.330 17.381 0.15 -0.23 -0.09
H -17.725 -17.889 20.247 0.00 0.05 -0.35
O -16.987 -21.474 18.133 -0.40 -1.79 0.83
B -18.016 -20.573 17.625 1.37 0.97 -1.22
O -22.501 -22.100 16.919 -0.35 0.38 0.25
O -16.814 -24.204 15.593 -0.18 0.28 -0.29
O -19.599 -21.583 13.885 0.02 -0.38 -0.58
H -22.143 -22.947 16.654 0.07 -0.55 -0.09
H -21.214 -25.570 16.755 -0.09 -0.21 0.01
O -16.556 -14.399 16.856 0.07 0.45 0.06
H -17.257 -24.396 16.420 -0.06 -0.12 0.25
O -17.843 -20.201 16.162 0.47 -0.01 0.45
O -17.129 -23.531 19.258 -1.19 3.05 -1.52
H -20.688 -19.616 16.730 -0.07 -0.02 0.24
C -17.604 -22.540 18.686 0.39 -2.03 -0.09
H -21.838 -21.465 16.647 0.08 0.23 -0.29
O -20.094 -17.051 15.101 -0.51 -0.97 -0.23
C -17.658 -18.364 17.456 0.47 3.22 -0.13
H -20.352 -16.419 15.772 -0.07 0.30 0.46
H -15.708 -14.408 16.412 0.18 0.00 -0.06
O -17.879 -19.304 18.321 -0.15 0.53 0.15
H -20.569 -24.292 17.249 0.11 0.16 0.43
O -19.278 -21.149 17.894 -2.14 -0.65 -0.40
O -14.379 -22.134 16.240 0.52 0.45 -0.35
H -15.050 -21.609 16.677 -0.20 -0.03 0.10
H -19.016 -25.664 19.134 0.04 0.48 0.09
O -22.590 -24.523 20.266 -0.06 -0.33 0.00
H -15.570 -24.674 18.506 -0.31 0.25 0.36
H -19.036 -21.822 14.622 0.19 0.06 0.11
H -14.297 -17.441 13.701 0.14 0.12 0.09
H -16.853 -15.309 16.824 -0.21 -0.47 0.00
H -19.232 -16.754 14.810 -0.09 0.35 -0.04
O -21.140 -24.635 16.562 -0.10 -0.11 -0.50
H -17.238 -18.901 21.262 0.08 -0.20 -0.03
H -19.889 -26.853 19.474 -0.24 -0.01 0.12
C -19.171 -22.349 18.357 -0.72 -3.32 2.90
O -17.531 -17.173 17.714 -0.18 -1.32 0.03
H -15.501 -18.342 13.878 -0.43 -0.22 0.24
H -17.270 -15.247 13.772 0.05 0.24 0.00
H -17.672 -16.691 13.983 0.45 -0.50 -0.06
O -20.039 -23.197 18.701 2.82 3.13 -1.47
H -20.255 -20.999 14.265 -0.12 0.24 0.34
H -16.380 -25.024 15.358 0.05 -0.16 -0.12
O -17.602 -18.019 21.187 -0.07 0.19 0.38
```
Positions in Å, forces in eV/Å.

Kohn-Sham gap = 9.7 eV
E_tot = -52413.003 eV
Net charge = -1

---

5.
ORCA calculation (ωB97M-V/def2-TZVPD) on 16 unconnected molecules or ions with the total composition C4H30BO23 in a non-equilibrium geometry.

The geometry in XYZ format:
```
58
Properties=species:S:1:pos:R:3:forces:R:3
H -9.722 7.170 16.905 -0.03 0.09 -0.14
O -11.817 4.810 18.181 0.81 -2.19 -0.57
H -9.880 9.384 19.205 -0.18 0.18 -0.08
H -11.714 5.275 15.406 -0.86 -0.24 0.72
O -9.168 10.161 15.456 0.05 0.70 -2.33
H -9.826 6.949 15.413 0.28 -0.22 0.64
H -10.388 12.612 16.898 0.07 0.25 0.01
H -11.245 5.441 14.007 0.51 -0.50 0.84
H -8.747 8.404 19.287 0.33 -0.49 0.01
H -13.313 10.393 13.590 1.30 1.47 0.54
O -13.830 9.662 13.335 -1.38 -1.63 -0.87
H -11.607 11.615 15.426 -0.14 0.17 0.03
H -10.679 10.907 14.501 2.18 -0.29 0.09
O -14.042 10.309 16.471 0.47 0.19 2.70
H -11.738 9.267 14.776 -0.42 1.10 -0.02
H -14.704 3.766 19.038 0.13 -1.31 0.63
O -12.443 7.637 19.700 -0.97 4.63 -0.70
H -11.139 8.007 14.237 0.23 -0.25 -0.19
O -11.554 11.223 14.547 -2.19 0.16 -0.44
O -16.080 8.964 15.385 -0.56 -1.78 -0.06
C -13.413 9.784 17.398 -0.49 2.92 -6.31
O -10.865 3.554 20.636 1.02 -1.39 0.59
H -12.896 3.873 16.712 -0.05 0.08 0.12
H -9.054 3.687 17.024 1.60 0.67 -0.93
O -12.127 5.826 20.780 -0.54 -0.58 -0.29
O -11.739 8.320 14.911 0.02 -0.67 0.18
O -8.992 9.288 19.548 0.30 0.35 0.26
H -13.290 9.097 12.773 0.08 0.32 0.11
H -9.903 6.130 21.912 -3.02 1.70 0.89
O -13.278 3.748 15.835 -0.63 -0.05 -0.06
O -10.163 13.286 16.241 0.68 1.00 0.45
H -14.427 6.654 14.205 0.39 0.32 0.26
C -11.904 5.964 18.447 -0.21 -4.45 -2.16
H -11.414 4.328 20.748 -0.75 0.40 -0.37
H -9.717 14.015 16.729 -0.52 -0.90 -0.48
O -11.929 6.883 17.597 0.37 3.31 -2.49
H -15.664 8.058 15.390 -0.39 1.50 -0.06
H -13.324 7.327 15.059 2.46 1.54 -0.48
B -12.311 8.095 18.307 -0.89 0.07 0.82
H -15.033 5.191 19.051 -0.41 0.84 0.24
H -9.271 9.223 15.401 0.06 -1.35 0.24
C -11.988 10.141 17.587 2.43 6.94 0.72
C -12.209 6.419 19.722 0.74 -1.30 6.45
O -9.188 5.638 21.661 3.15 -2.43 -1.27
O -13.592 8.642 17.857 -1.08 -3.47 1.89
H -9.101 10.321 16.365 0.17 0.56 2.19
O -14.638 4.531 18.497 0.08 0.52 -0.85
O -10.904 5.230 14.908 0.30 0.75 -1.70
H -11.082 3.106 19.816 0.03 0.38 -0.07
H -14.228 3.922 15.973 0.67 0.07 -0.01
H -10.398 3.554 17.405 -0.73 -0.18 0.41
O -11.384 9.204 18.196 0.95 -2.09 0.31
O -9.261 7.378 16.085 0.04 -0.19 -0.38
O -9.554 3.140 17.595 -0.77 -0.54 0.43
O -14.149 6.923 15.092 -2.91 -2.11 0.20
H -15.505 9.464 15.966 0.28 0.25 -0.07
O -11.445 11.270 17.417 -2.03 -3.60 0.06
H -9.501 4.786 21.276 -0.04 0.73 0.31
```
Positions in Å, forces in eV/Å.

Kohn-Sham gap = 9.0 eV
E_tot = -52411.755 eV
Net charge = -1